Record 1
# C21H35GaNO7

A molecular structure, C21H35GaNO7 in a non-equilibrium geometry (ωB97M-V with the def2-TZVPD basis set, the OMol25 dataset).

The geometry in XYZ format:
```
65
Properties=species:S:1:pos:R:3
C -1.746 0.422 -3.187
C -0.550 0.704 -4.100
C -0.267 -0.112 -5.188
C 0.846 0.167 -5.982
C 1.669 1.261 -5.712
C 2.886 1.551 -6.576
Ga 4.392 2.474 -5.504
N 6.127 2.221 -6.447
C 6.455 1.067 -6.361
O 6.844 -0.028 -6.110
C 1.354 2.085 -4.635
C 0.254 1.800 -3.820
H -1.719 1.132 -2.364
H -2.671 0.561 -3.758
H -1.658 -0.593 -2.805
H -0.924 -0.949 -5.405
H 1.052 -0.479 -6.830
H 3.301 0.624 -6.986
H 2.594 2.233 -7.381
H 4.548 1.791 -4.051
H 4.011 4.014 -5.255
H 1.935 2.965 -4.384
H 0.045 2.449 -2.976
O -0.373 -0.025 -0.729
C -0.607 -0.609 0.293
O -1.172 -1.829 0.243
C -1.306 -2.674 1.394
C -2.569 -2.354 2.168
C -0.365 0.041 1.636
H -0.415 -2.628 2.016
H -1.361 -3.687 1.013
H -2.555 -1.335 2.557
H -2.685 -3.043 3.006
H -3.440 -2.438 1.517
H -1.228 0.656 1.891
H 0.512 0.678 1.554
H -0.167 -0.662 2.442
O -0.469 3.664 3.596
C -1.175 4.223 2.803
O -2.509 4.239 2.993
C -3.400 5.038 2.211
C -3.812 4.333 0.935
C -0.599 4.829 1.544
H -2.971 6.023 2.020
H -4.274 5.197 2.841
H -2.957 4.145 0.286
H -4.538 4.932 0.385
H -4.258 3.365 1.168
H -0.514 4.053 0.784
H 0.392 5.210 1.775
H -1.175 5.663 1.149
O -0.029 -5.110 2.375
C 0.264 -5.296 3.523
O -0.037 -4.346 4.431
C 0.090 -4.535 5.842
C 1.494 -4.234 6.324
C 1.036 -6.519 3.956
H -0.244 -5.533 6.131
H -0.610 -3.832 6.292
H 2.224 -4.912 5.881
H 1.552 -4.325 7.409
H 1.780 -3.222 6.039
H 2.100 -6.334 3.812
H 0.734 -7.351 3.324
H 0.855 -6.818 4.986
```

Charge: -1
Strongest force on any atom in eV/Å: 1.3
Energy in hartree: -3327.4624

Results of the Mulliken charge analysis, in e, for atoms 1 through 8: number 1, C, carries -1.4294; number 2, C, carries 1.1274; number 3, C, carries -0.6261; number 4, C, carries -0.5339; number 5, C, carries 0.5904; number 6, C, carries -1.0710; number 7, Ga, carries 0.5199; number 8, N, carries -0.4829



Record 2
# C21H35N4O9PRuS2

A molecular structure, C21H35N4O9PRuS2 (ωB97M-V with the def2-TZVPD basis set, the OMol25 dataset).

The geometry in XYZ format:
```
73
Properties=species:S:1:pos:R:3
Ru -0.173 -0.334 1.272
O 1.675 -0.582 0.728
N 2.669 -0.661 1.638
C 3.911 -0.873 1.159
C 4.960 -0.953 2.037
C 4.717 -0.813 3.404
C 3.432 -0.595 3.860
C 2.383 -0.514 2.950
S 0.731 -0.256 3.422
H 3.979 -0.963 0.085
H 5.955 -1.125 1.655
H 5.535 -0.876 4.109
H 3.214 -0.485 4.913
C 0.353 -3.831 -0.169
C -0.360 -3.767 1.163
C -1.489 -4.773 1.260
C 0.580 -3.841 2.346
O -0.988 -2.373 1.173
P -2.280 -1.939 2.113
O -2.148 -2.382 3.487
O -1.948 -0.361 1.856
O -3.580 -2.287 1.391
C -4.272 -1.845 0.132
C -3.274 -1.854 -1.007
C -4.860 -0.476 0.404
C -5.349 -2.892 -0.064
H 0.857 -4.793 -0.257
H 1.108 -3.046 -0.251
H -0.350 -3.737 -0.996
H -1.062 -5.773 1.187
H -2.199 -4.652 0.442
H -2.012 -4.703 2.214
H 1.011 -4.842 2.390
H 0.053 -3.647 3.279
H 1.405 -3.133 2.232
H -2.454 -1.150 -0.847
H -3.785 -1.568 -1.926
H -2.851 -2.849 -1.151
H -4.089 0.259 0.640
H -5.557 -0.521 1.240
H -5.405 -0.137 -0.478
H -4.913 -3.879 -0.214
H -5.941 -2.637 -0.944
H -6.011 -2.926 0.800
C 3.900 2.486 -4.424
C 2.846 3.557 -4.171
S 2.190 3.385 -2.536
O 3.222 3.680 -1.566
O 1.493 2.120 -2.415
C 0.966 4.683 -2.410
C 0.376 4.749 -1.006
N -0.254 3.476 -0.598
C 0.302 2.574 0.220
N -0.453 1.463 0.245
C -1.530 1.667 -0.584
C -1.402 2.899 -1.111
N -2.338 3.525 -2.016
O -2.106 4.663 -2.367
O -3.282 2.846 -2.340
C 1.524 2.791 1.028
H 4.294 2.610 -5.430
H 3.469 1.490 -4.345
H 4.725 2.580 -3.720
H 2.000 3.474 -4.855
H 3.261 4.564 -4.225
H 0.199 4.507 -3.162
H 1.464 5.630 -2.622
H -0.378 5.528 -0.968
H 1.149 4.972 -0.276
H -2.319 0.954 -0.738
H 1.278 3.364 1.925
H 2.294 3.314 0.462
H 1.929 1.831 1.332
```

Charge: +2
Strongest force on any atom in eV/Å: 0.2
Relative energy (zero: lowest compared OMol25 entry of this formula, charge and spin) in kJ/mol: 0.00
Multiplicity: 5

Results of the Mulliken charge analysis, in e, for atoms 1 through 8: number 1, Ru, carries 1.5004; number 2, O, carries -0.6589; number 3, N, carries 0.9465; number 4, C, carries -0.3900; number 5, C, carries -0.8020; number 6, C, carries -0.2674; number 7, C, carries -0.8683; number 8, C, carries 0.6927



Record 3
# C21H36AlBr2CaClF2MgNO14P

A molecular structure, C21H36AlBr2CaClF2MgNO14P in a non-equilibrium geometry (ωB97M-V with the def2-TZVPD basis set, the OMol25 dataset).

The geometry in XYZ format:
```
81
Properties=species:S:1:pos:R:3
C -1.246 -4.012 5.057
C -1.352 -3.446 3.864
C -1.312 -2.588 2.477
C 0.219 -2.380 1.981
Cl 1.174 -3.849 2.637
O 0.412 -2.408 0.547
C 0.486 -1.088 -0.044
C 1.796 -0.222 0.351
C 3.207 -0.890 -0.053
F 3.345 -2.269 0.397
C 0.596 -1.339 -1.672
O 1.290 -2.577 -1.994
O -0.696 -1.356 -2.337
C -0.568 -1.178 -3.776
C -2.002 -1.635 -4.438
O -2.021 -3.044 -4.836
O -1.462 -3.110 -6.051
C -0.359 0.372 -4.229
O 1.043 0.772 -4.275
C 1.151 2.222 -4.189
C 2.622 2.690 -3.651
P -1.041 0.010 0.213
N -1.031 0.773 1.659
O -2.476 -0.899 0.040
O -0.965 1.297 -0.951
H -1.137 -4.308 6.162
H -1.732 -1.539 2.780
H -2.007 -3.074 1.702
H 0.667 -1.472 2.524
H 1.723 0.778 -0.254
H 1.834 0.066 1.485
H 4.032 -0.247 0.468
H 3.425 -0.774 -1.195
H 1.286 -0.484 -2.067
H 0.549 -3.220 -2.192
H 0.232 -1.852 -4.271
H -2.797 -1.474 -3.624
H -2.290 -0.993 -5.352
H -1.111 -4.060 -6.097
H -1.016 1.053 -3.556
H -0.767 0.535 -5.314
H 0.384 2.694 -3.467
H 1.026 2.750 -5.224
H 3.019 3.597 -4.264
H 2.586 3.018 -2.527
H 3.421 1.865 -3.731
H -0.189 0.483 2.189
H -3.022 -0.882 0.873
H -1.823 1.330 -1.460
Al 2.255 4.856 -2.791
C 4.505 0.150 3.299
O 3.317 0.596 2.944
H 5.297 0.898 3.470
H 4.565 -0.428 4.239
H 5.022 -0.543 2.594
F -4.844 0.906 3.878
C -5.551 1.105 2.755
C -4.894 1.130 1.533
C -5.627 1.332 0.366
C -7.006 1.517 0.437
C -7.654 1.495 1.670
C -6.923 1.283 2.835
H -3.819 0.993 1.499
H -5.125 1.345 -0.596
H -7.577 1.679 -0.473
H -8.728 1.644 1.723
H -7.413 1.254 3.802
Br 2.745 5.677 -5.354
Br -0.944 1.357 3.886
Ca 0.447 -3.987 -6.070
C 4.837 -0.236 7.170
O 4.679 -0.446 8.387
O 4.996 1.074 6.910
O 4.869 -1.030 6.190
H 4.912 1.308 7.856
O 3.294 -1.580 -4.510
H 2.537 -1.002 -4.520
Mg 5.057 -1.876 4.192
O 1.937 5.485 0.440
H 2.610 5.043 0.976
H 1.121 5.362 0.942
```

Charge: +2
Strongest force on any atom in eV/Å: 8.4
Energy in hartree: -9197.9368

Results of the Mulliken charge analysis, in e, for atoms 1 through 8: number 1, C, carries -0.3174; number 2, C, carries -0.6029; number 3, C, carries 0.3410; number 4, C, carries 0.3995; number 5, Cl, carries -0.1728; number 6, O, carries -0.2816; number 7, C, carries 0.4863; number 8, C, carries -0.5440



Record 4
# C21H36BNO8

2 unconnected molecules or ions with the total composition C21H36BNO8 in a non-equilibrium geometry (ωB97M-V with the def2-TZVPD basis set, the OMol25 dataset).

The geometry in XYZ format:
```
67
Properties=species:S:1:pos:R:3
C 0.218 2.888 4.194
C 0.039 3.052 3.033
C -0.087 3.309 1.527
C -0.949 2.253 0.725
B -2.470 2.802 0.846
O -3.085 3.734 -0.026
O -3.233 2.285 1.900
C -4.285 1.468 1.281
C -5.240 0.783 2.312
C -1.051 0.766 1.224
O -0.989 0.269 2.311
N -1.315 -0.026 0.055
C -1.388 0.860 -1.153
C -0.368 1.977 -0.743
C 1.147 1.530 -0.689
C 1.572 0.434 -1.743
C 1.385 -1.048 -1.251
C 2.245 -2.086 -2.101
C 1.803 -3.577 -1.841
C 2.811 -4.427 -0.961
C 3.554 -3.529 0.130
C 4.366 -4.460 1.126
O 3.965 -4.313 2.485
C 4.156 -2.972 2.959
O -0.494 3.285 -1.336
C -0.261 3.267 -2.747
C 1.084 4.047 -3.133
H 0.429 2.914 5.273
H 0.941 3.476 1.125
H -0.618 4.299 1.425
H -3.058 4.634 0.337
H -4.918 2.044 0.562
H -3.763 0.636 0.728
H -5.174 1.312 3.308
H -6.294 0.762 1.945
H -4.943 -0.281 2.486
H -2.150 -0.630 0.110
H -2.409 1.164 -1.508
H -1.087 0.128 -1.962
H 1.772 2.446 -0.890
H 1.455 1.163 0.323
H 2.675 0.555 -1.945
H 0.984 0.554 -2.687
H 1.675 -1.207 -0.179
H 0.326 -1.410 -1.352
H 3.344 -1.905 -2.018
H 1.971 -1.864 -3.176
H 1.721 -4.106 -2.833
H 0.790 -3.671 -1.369
H 2.242 -5.191 -0.360
H 3.611 -4.935 -1.564
H 2.742 -2.946 0.636
H 4.300 -2.882 -0.391
H 4.163 -5.529 0.842
H 5.473 -4.306 0.962
H 4.799 -2.356 2.266
H 3.145 -2.474 3.007
H 4.592 -2.938 3.990
H -1.091 3.879 -3.207
H -0.330 2.258 -3.220
H 0.839 4.859 -3.867
H 1.804 3.296 -3.541
H 1.456 4.509 -2.178
C -6.143 -2.130 0.235
O -5.301 -1.380 -0.370
O -6.902 -1.711 1.197
O -6.318 -3.376 -0.040
```

Charge: -2
Strongest force on any atom in eV/Å: 3.2
Energy in hartree: -1503.1431

Results of the Mulliken charge analysis, in e, for atoms 1 through 8: number 1, C, carries 0.1350; number 2, C, carries -0.9574; number 3, C, carries -0.5737; number 4, C, carries 0.7923; number 5, B, carries 0.4081; number 6, O, carries -0.4776; number 7, O, carries -0.5163; number 8, C, carries 0.7484



Record 5
# C21H36BrClF7N4OP

2 unconnected molecules or ions with the total composition C21H36BrClF7N4OP in a non-equilibrium geometry (ωB97M-V with the def2-TZVPD basis set, the OMol25 dataset).

The geometry in XYZ format:
```
72
Properties=species:S:1:pos:R:3
C -3.107 -0.654 4.615
C -4.034 -0.370 3.447
N -3.573 0.710 2.500
C -2.356 1.310 2.687
N -2.123 2.371 3.424
Br -3.525 3.227 4.295
C -0.720 2.873 3.288
C -0.076 3.499 4.554
F -1.028 3.850 5.449
F 0.708 2.570 5.162
C 0.788 4.784 4.240
F 0.106 5.866 4.665
F 0.971 4.894 2.895
C 2.188 4.812 4.913
F 2.936 3.808 4.465
F 2.056 4.707 6.224
F 2.771 5.948 4.611
C -0.013 1.597 2.775
C 1.392 1.803 2.144
Cl 2.495 0.590 2.854
C 1.433 1.852 0.594
C 2.278 0.811 -0.145
C -1.112 0.928 1.945
P -0.919 -0.851 1.471
N -1.748 -1.220 0.201
H -2.104 -0.969 4.326
H -3.027 0.195 5.300
H -3.539 -1.481 5.185
H -4.228 -1.266 2.853
H -4.984 -0.028 3.863
H -4.316 1.378 2.331
H -0.748 3.590 2.460
H 0.132 0.916 3.622
H 1.782 2.752 2.503
H 0.422 1.856 0.185
H 1.863 2.827 0.338
H 2.125 0.936 -1.220
H 2.016 -0.217 0.104
H 3.342 0.965 0.054
H -1.258 1.407 0.965
H -1.249 -1.540 2.644
H 0.475 -0.949 1.387
H -1.107 -1.505 -0.537
C -1.192 -3.451 -3.681
C -0.653 -2.084 -4.135
C -0.317 -2.079 -5.629
C 0.956 -2.850 -5.968
C 2.132 -2.316 -5.151
C 1.877 -2.350 -3.643
N 0.562 -1.683 -3.347
O 0.671 -0.403 -3.207
C 1.925 -3.801 -3.135
C 2.966 -1.581 -2.905
C -1.751 -1.069 -3.858
H -1.905 -3.823 -4.417
H -0.434 -4.214 -3.554
H -1.716 -3.352 -2.729
H -0.195 -1.042 -5.955
H -1.172 -2.481 -6.174
H 0.814 -3.920 -5.795
H 1.175 -2.739 -7.031
H 3.037 -2.893 -5.356
H 2.336 -1.285 -5.456
H 1.501 -3.879 -2.133
H 2.965 -4.123 -3.084
H 1.417 -4.508 -3.784
H 3.068 -0.563 -3.272
H 3.916 -2.094 -3.053
H 2.759 -1.541 -1.834
H -1.915 -0.957 -2.785
H -2.686 -1.416 -4.301
H -1.523 -0.088 -4.268
```

Charge: +1
Strongest force on any atom in eV/Å: 1.2
Multiplicity: 2
Energy in hartree: -5190.2962

Results of the Mulliken charge analysis, in e, for atoms 1 through 8: number 1, C, carries -0.8921; number 2, C, carries -0.4591; number 3, N, carries -0.1580; number 4, C, carries -0.9476; number 5, N, carries -0.1842; number 6, Br, carries 0.1410; number 7, C, carries -0.9616; number 8, C, carries 0.6779



Record 6
# C21H36BrINO8PS

A molecular structure, C21H36BrINO8PS in a non-equilibrium geometry (ωB97M-V with the def2-TZVPD basis set, the OMol25 dataset).

The geometry in XYZ format:
```
70
Properties=species:S:1:pos:R:3
C -3.065 -0.914 3.687
C -3.417 -0.567 2.284
C -2.309 -0.374 1.046
Br -3.488 -0.067 -0.600
C -1.636 1.100 1.273
I -3.351 2.382 1.842
C -0.320 1.211 2.183
C 0.848 1.994 1.273
C 0.433 3.506 0.813
O 1.219 4.451 1.622
C 0.606 5.787 1.677
O 0.215 6.389 2.835
C 0.382 6.729 0.314
C -1.130 7.380 0.231
P -0.400 2.155 3.822
O -0.818 3.681 3.751
O -1.351 1.422 5.082
O 1.260 2.228 4.463
S 0.432 -0.477 2.556
O 1.871 -0.548 1.909
O 0.704 -0.705 4.097
O -0.445 -1.819 2.068
C -1.286 -1.633 0.879
C -0.251 -1.521 -0.406
C 0.945 -2.641 -0.414
C 2.154 -2.221 -1.491
C 1.820 -3.105 -2.861
C 2.530 -2.518 -4.217
C 3.922 -3.320 -4.545
C 4.335 -2.911 -6.103
C -2.089 -3.100 0.781
C -2.669 -3.486 -0.681
C -1.855 -4.049 -1.989
N -4.059 -3.395 -0.849
H -1.966 -1.010 4.075
H -3.944 -1.037 4.482
H -4.584 -0.440 2.064
H -1.352 1.478 0.175
H 1.155 1.403 0.314
H 1.843 2.101 1.923
H -0.728 3.738 0.947
H 0.728 3.693 -0.323
H 1.120 7.654 0.471
H 0.672 6.099 -0.634
H -1.186 7.948 -0.809
H -1.340 8.196 1.055
H -1.993 6.587 0.275
H -1.238 1.907 5.967
H 1.266 3.029 5.067
H 0.259 -0.471 -0.327
H -0.858 -1.505 -1.434
H 1.500 -2.780 0.619
H 0.611 -3.722 -0.745
H 3.140 -2.695 -1.046
H 2.217 -1.069 -1.681
H 2.047 -4.250 -2.657
H 0.659 -3.027 -3.016
H 2.621 -1.352 -4.184
H 1.784 -2.767 -5.114
H 3.670 -4.482 -4.459
H 4.713 -2.981 -3.748
H 3.410 -3.162 -6.798
H 4.491 -1.744 -6.101
H 5.299 -3.523 -6.367
H -2.918 -3.221 1.598
H -1.250 -3.904 1.051
H -1.004 -4.826 -1.704
H -2.632 -4.676 -2.643
H -1.489 -3.178 -2.680
H -4.459 -3.052 0.055
```

Strongest force on any atom in eV/Å: 10.0
Relative energy (zero: lowest compared OMol25 entry of this formula, charge and spin) in kJ/mol: 1302.82

Results of the Mulliken charge analysis, in e, for atoms 1 through 8: number 1, C, carries -0.7519; number 2, C, carries -0.0673; number 3, C, carries 0.6067; number 4, Br, carries 0.0470; number 5, C, carries -1.9157; number 6, I, carries 0.2552; number 7, C, carries 1.0026; number 8, C, carries -0.9691